{
  "formula": "C4H9N",
  "method": "ωB97M-V with the def2-TZVPD basis set",
  "species": ["C", "C", "C", "C", "N", "H", "H", "H", "H", "H", "H", "H", "H", "H"],
  "xyz": [[-0.274, 0.719, -1.233], [-0.282, -0.516, -0.377], [-1.188, -1.497, -0.524], [1.063, 0.763, 1.311], [0.390, -0.459, 0.846], [0.697, 0.962, -1.655], [-0.674, 1.493, -0.583], [-0.954, 0.595, -2.069], [-1.526, -1.795, -1.508], [-1.635, -2.013, 0.312], [1.597, 1.250, 0.498], [1.764, 0.469, 2.090], [0.290, 1.386, 1.758], [0.730, -1.357, 1.135]],
  "mulliken_charge": [-1.27, 0.63, -0.89, -0.84, -0.28, 0.29, 0.31, 0.36, 0.26, 0.29, 0.27, 0.33, 0.26, 0.27],
  "homo_energy_ha": -0.27944,
  "e_above_lowest_ev": 1.024,
  "orbital_gap_ev": 8.67,
  "lumo_energy_ev": 1.06
}

{
  "formula": "C4H9N",
  "method": "ωB97M-V with the def2-TZVPD basis set",
  "species": ["C", "C", "N", "C", "C", "H", "H", "H", "H", "H", "H", "H", "H", "H"],
  "xyz": [[-0.157, 2.531, 1.073], [-0.171, 1.167, 0.969], [0.370, 0.235, 0.112], [-0.437, -0.842, -0.374], [0.480, -1.935, -1.094], [-0.809, 3.124, 1.756], [0.525, 3.150, 0.414], [-0.872, 0.650, 1.572], [1.346, 0.232, 0.104], [-1.130, -1.222, 0.483], [-1.291, -0.553, -1.059], [0.729, -1.698, -2.271], [1.358, -1.941, -0.455], [0.058, -2.897, -1.230]],
  "mulliken_charge": [-0.76, -0.07, -0.22, -0.25, -1.04, 0.25, 0.23, 0.26, 0.23, 0.26, 0.25, 0.21, 0.30, 0.36],
  "homo_energy_ha": -0.29823,
  "e_above_lowest_ev": 1.875,
  "orbital_gap_ev": 9.26,
  "lumo_energy_ev": 1.14
}

Repeat the second record exactly.
{
  "formula": "C4H9N",
  "method": "ωB97M-V with the def2-TZVPD basis set",
  "species": ["C", "C", "N", "C", "C", "H", "H", "H", "H", "H", "H", "H", "H", "H"],
  "xyz": [[-0.157, 2.531, 1.073], [-0.171, 1.167, 0.969], [0.370, 0.235, 0.112], [-0.437, -0.842, -0.374], [0.480, -1.935, -1.094], [-0.809, 3.124, 1.756], [0.525, 3.150, 0.414], [-0.872, 0.650, 1.572], [1.346, 0.232, 0.104], [-1.130, -1.222, 0.483], [-1.291, -0.553, -1.059], [0.729, -1.698, -2.271], [1.358, -1.941, -0.455], [0.058, -2.897, -1.230]],
  "mulliken_charge": [-0.76, -0.07, -0.22, -0.25, -1.04, 0.25, 0.23, 0.26, 0.23, 0.26, 0.25, 0.21, 0.30, 0.36],
  "homo_energy_ha": -0.29823,
  "e_above_lowest_ev": 1.875,
  "orbital_gap_ev": 9.26,
  "lumo_energy_ev": 1.14
}